Entry 1:
This record from the OMol25 dataset describes 2 unconnected molecules or ions with the total composition C3H9ClNO2PS2. The level of theory is ωB97M-V/def2-TZVPD.

Atoms and positions in Å:
C 0.848 -2.589 0.489
C 1.519 -0.731 -1.269
C 0.950 -1.100 0.087
N 0.805 -0.172 0.950
O -1.543 1.944 1.486
O 0.375 2.013 -0.225
P -1.117 2.288 -0.055
S -2.117 3.972 -0.308
S -2.116 0.640 -1.256
Cl -3.984 1.358 -1.080
H -0.011 -3.004 -0.038
H 1.748 -3.071 0.242
H 0.649 -2.694 1.626
H 0.930 -0.283 -2.049
H 2.357 -0.113 -1.028
H 1.808 -1.673 -1.748
H 0.306 -0.332 1.795
H -1.989 2.721 1.795
H 0.582 0.826 0.585

* energy relative to the best compared isomer or geometry (same formula, charge and spin): 0.0 kJ/mol
* lowest unoccupied orbital energy: -0.67 eV
* E_HOMO: -8.14 eV
* max |F|: 0.0657 Eh/bohr


Entry 2:
This record from the OMol25 dataset describes a single C3H9ClNP molecule. The level of theory is ωB97M-V/def2-TZVPD.

Atoms and positions in Å:
C -1.360 -0.577 -0.120
C -0.562 1.768 -0.213
C -0.206 0.330 0.120
N 1.617 -1.733 0.185
P 1.578 -0.386 -0.827
Cl 2.861 0.823 0.238
H -2.225 -0.263 0.506
H -1.801 -0.691 -1.194
H -1.154 -1.630 0.147
H -0.279 1.925 -1.250
H 0.121 2.485 0.422
H -1.611 2.000 -0.074
H -0.087 0.227 1.207
H 2.367 -2.450 0.227
H 0.741 -1.829 0.626

* energy relative to the best compared isomer or geometry (same formula, charge and spin): 128.7 kJ/mol
* lowest unoccupied orbital energy: 1.02 eV
* E_HOMO: -8.74 eV
* max |F|: 0.0639 Eh/bohr
* SMILES: CC(C)P(N)Cl


Entry 3:
This record from the OMol25 dataset describes a single C3H9ClNPS molecule. The level of theory is ωB97M-V/def2-TZVPD.

Atoms and positions in Å:
C 1.909 -1.069 0.302
C -2.096 0.627 -1.428
C 0.859 -0.543 1.286
N -0.797 0.152 -0.841
P -0.094 0.805 0.576
S -1.501 1.764 1.869
Cl 1.324 1.839 -0.184
H 1.975 -0.337 -0.600
H 2.888 -1.093 0.825
H 1.761 -2.072 -0.098
H -2.513 -0.171 -2.101
H -2.876 0.839 -0.702
H -1.935 1.513 -2.083
H 1.322 -0.084 2.249
H 0.270 -1.364 1.664
H -0.494 -0.803 -0.733

* energy relative to the best compared isomer or geometry (same formula, charge and spin): 65.9 kJ/mol
* lowest unoccupied orbital energy: 0.64 eV
* E_HOMO: -8.47 eV
* max |F|: 0.1105 Eh/bohr
* SMILES: CC[P@@](=S)(Cl)NC


Entry 4:
This record from the OMol25 dataset describes a single C3H9ClOSi molecule. The level of theory is ωB97M-V/def2-TZVPD.

Atoms and positions in Å:
Cl -1.622 -0.273 -1.576
O 0.132 1.308 0.371
C -1.068 1.928 0.653
C -0.215 -1.557 0.962
C 1.648 -0.448 -1.295
Si 0.064 -0.204 -0.329
H -0.865 2.915 1.094
H -1.632 1.287 1.307
H -1.631 2.054 -0.286
H -0.477 -2.489 0.474
H 0.715 -1.742 1.467
H -0.976 -1.243 1.691
H 1.525 -1.353 -1.886
H 1.872 0.352 -2.002
H 2.529 -0.535 -0.644

* energy relative to the best compared isomer or geometry (same formula, charge and spin): 26.2 kJ/mol
* lowest unoccupied orbital energy: 0.79 eV
* E_HOMO: -10.29 eV
* max |F|: 0.0408 Eh/bohr
* SMILES: CO[Si](C)(C)Cl